72
Properties=species:S:1:pos:R:3:forces:R:3 method="wB97M-V/def2-TZVPD" s_squared=3.8071 relative_energy_kcal_mol=0.00 e_tot_ev=-79125.9635 e_lumo_ev="-10.50 / -12.21" homo_lumo_gap_ev="4.88 / 3.65" multiplicity=4 e_homo_ev="-15.38 / -15.85" charge=+3 largest_force_ev_per_a=7.69
C -1.988644 -3.064250 -5.227210 0.1879 0.0916 -0.5571
C -1.739438 -3.005924 -3.785353 1.7259 -0.4970 -0.2983
C -2.668187 -3.129329 -2.729093 0.3564 0.0355 1.5085
C -1.901076 -3.126721 -1.568581 -0.7800 0.3371 -0.9782
C -0.495520 -2.844243 -1.900056 -1.7494 -3.7297 -2.8429
B -0.508671 2.158530 -1.989360 -0.2352 1.2292 -0.8136
O -1.278416 2.046563 -3.169964 0.9320 -0.0050 1.2590
C -1.967088 3.335428 -3.133444 0.0001 0.7362 -0.0222
C -1.487379 4.206267 -1.882295 0.8154 -1.3982 -0.3484
C -2.127813 5.587391 -1.828777 -0.0395 0.0946 0.0816
C 0.100730 4.288612 -1.963571 -0.6081 0.3116 0.0757
O 0.671546 2.941675 -2.009825 -1.2395 -0.8119 0.1500
C -1.845311 3.306927 -0.650117 -0.0989 0.1636 0.1652
O -1.196625 1.983447 -0.764556 0.3225 0.1888 -0.4922
O -0.465926 -2.940106 -3.367732 -2.3002 0.5420 0.1073
H -2.863107 -3.685500 -5.421076 -0.1424 0.2515 -0.0011
H -2.164983 -2.036176 -5.591742 -0.1187 -0.3004 0.0467
H -1.152427 -3.476070 -5.814862 -0.1127 0.2459 0.5062
H -3.765605 -3.233924 -2.840570 1.0280 -0.0385 0.0943
H -2.236488 -3.352604 -0.555796 0.0076 0.3241 -0.3066
H -1.727308 3.858438 -4.083312 -0.3426 -0.2356 0.5814
H -3.044956 3.114110 -3.034769 0.3843 0.3455 -0.2076
H -1.874132 6.109294 -0.888051 -0.0690 -0.2516 -0.3886
H -1.779319 6.218166 -2.663390 -0.1450 -0.2954 0.2878
H -3.223013 5.512743 -1.888105 0.2885 0.0405 0.0005
H 0.384685 4.835559 -2.889293 -0.0370 -0.2938 0.6844
H 0.503301 4.778577 -1.048605 -0.2403 -0.0786 -0.6950
H -1.458188 3.734869 0.299682 -0.4872 0.0502 -0.5149
H -2.942144 3.128050 -0.633548 0.6390 0.2557 0.2342
O 1.160977 0.968382 7.516672 -2.2001 -1.5386 -4.7551
C 0.705937 0.682062 6.483254 2.4761 1.8906 6.6952
Cr 0.093753 0.420448 4.701606 0.2259 -1.0105 -0.5609
C 1.894750 0.002905 4.245517 7.5515 -0.2821 -1.4055
O 3.052928 -0.043118 4.103195 -5.6441 -0.1158 0.5696
C 0.691985 2.209522 4.503064 2.8637 6.1746 0.1794
O 1.235832 3.242406 4.531134 -2.6403 -4.5777 -0.3654
C -1.902034 -0.030134 5.378280 -1.1085 0.1975 0.5648
C -1.164949 -1.217459 5.209669 -0.1398 -0.6685 0.0867
C -0.567789 -1.472816 3.953385 -0.2008 -1.3888 0.3640
C -0.913032 -0.691748 2.819835 0.5013 0.0504 -1.3983
C -0.614252 -1.135977 1.492770 0.2706 -0.4264 0.0298
C -0.104369 -1.520197 0.444370 0.2318 1.5886 1.0184
C 0.806258 -1.564543 -0.697163 3.2560 2.2538 4.1679
C 1.751944 -0.395093 -0.561773 0.1197 1.2374 -0.0825
C 1.379057 0.750151 0.169115 -0.0860 0.1629 1.1512
C 2.283592 1.686048 0.672251 0.5458 -0.2791 -0.6302
C 3.626952 1.652676 0.259241 -0.7270 -0.8130 -0.4253
C 4.001011 0.637853 -0.649148 -0.4436 0.1271 0.4389
C 3.092433 -0.369319 -1.018511 0.3490 -0.1231 -0.5245
C 1.471567 -2.883528 -0.739529 0.6249 -0.7787 -0.6234
C 0.603016 -3.742353 -1.379308 0.1222 -0.1155 -0.1296
C 0.915829 -5.094495 -1.578507 -0.0603 0.1954 0.0534
C 2.162458 -5.541900 -1.100056 -0.4967 -0.3425 -0.4876
C 3.060981 -4.674428 -0.486465 -0.1421 0.6714 0.1424
C 2.730667 -3.311875 -0.308293 -0.0947 -0.5310 0.1305
C -1.320968 0.633118 3.114767 -0.7589 0.3292 -1.1835
C -1.937833 0.930929 4.359150 -0.6718 0.4108 0.2187
H -2.372365 0.176785 6.338752 0.0731 0.0046 -0.1990
H -1.042680 -1.935264 6.033569 0.0072 0.4433 -0.3642
H 0.066799 -2.355342 3.813467 -0.4470 0.2259 0.0714
H 0.348460 0.878863 0.459458 -0.0418 0.0111 -0.0886
H 1.958898 2.469249 1.356778 -0.1213 -0.0549 -0.3390
H 4.328173 2.407938 0.598240 0.0071 -0.1709 -0.0908
H 5.025297 0.634474 -1.026580 -0.3967 -0.1814 -0.0102
H 3.439888 -1.141263 -1.706409 -0.0466 0.1622 0.2209
H -0.156082 -1.722757 -1.720046 -0.3325 -0.4547 -0.2264
H 0.253894 -5.797099 -2.103983 0.2918 0.4532 0.2464
H 2.443866 -6.592886 -1.278837 -0.1712 0.6624 0.2143
H 4.026791 -5.069434 -0.155903 -0.3507 0.3201 -0.1251
H 3.434010 -2.618176 0.146826 -0.1353 -0.2521 -0.0140
H -1.285554 1.382979 2.319837 -0.2764 -0.2745 0.1570
H -2.424600 1.904615 4.509678 0.2750 -0.5004 -0.0081

***

75
Properties=species:S:1:pos:R:3:forces:R:3 method="wB97M-V/def2-TZVPD" s_squared=1.2054 relative_energy_kcal_mol=58.21 e_tot_ev=-200880.3377 e_lumo_ev="-4.24 / -4.04" homo_lumo_gap_ev="4.41 / 4.65" multiplicity=2 e_homo_ev="-8.65 / -8.68" charge=+1 largest_force_ev_per_a=3.04
Ru 0.106672 -0.414388 -1.309696 0.1720 -0.3334 1.6575
Br 0.915072 -3.741788 9.050104 -0.0526 0.2375 -0.1137
C 0.653772 -2.105388 8.123104 0.1135 0.0065 0.0468
C -0.124828 -2.090488 6.968104 -0.0258 -0.2041 0.3310
C -0.294028 -0.919688 6.274304 0.2430 0.5622 0.0745
C 0.333472 0.275712 6.715104 1.4113 -2.4831 -0.0956
C 1.072572 0.243112 7.920804 -0.3226 0.2462 -0.5848
C 1.242172 -0.937088 8.603404 -0.1096 -0.5305 0.0706
N 0.283472 1.411712 6.019704 -2.1843 1.7291 0.5644
N -0.166328 1.628512 4.862804 0.5552 2.7322 0.8607
C 0.337172 1.233012 3.706604 0.7481 -2.6968 -1.1908
C 1.529272 0.465312 3.630904 -0.9439 0.7042 0.3638
C 1.946672 -0.092888 2.454004 -0.1649 -0.0309 -1.1573
C 1.190972 0.047812 1.275204 0.0307 0.3844 1.1931
O 1.537872 -0.523388 0.158804 -0.3637 -0.0583 -1.2857
C 0.026972 0.870312 1.301504 0.1650 0.2261 0.6093
N -0.658728 1.004312 0.131704 -0.4498 -0.2129 -0.1535
C -1.723528 1.788712 0.102004 0.3312 -0.3076 -0.3749
C -2.160228 2.502312 1.213804 0.2311 0.1158 0.7564
C -1.492128 2.365712 2.419004 -0.5999 0.2045 -0.5479
C -0.382328 1.524612 2.493304 0.5288 -0.6336 0.0276
H -0.592428 -3.000588 6.620404 -0.0373 -0.0313 0.0375
H -0.914328 -0.893188 5.391704 -0.0340 -0.0020 -0.1379
H 1.525572 1.154512 8.273304 0.0710 0.1500 0.0307
H 1.833572 -0.969588 9.507104 -0.0055 0.0261 0.0259
H 2.100072 0.317612 4.535504 0.0097 -0.0263 0.0899
H 2.853272 -0.677588 2.415104 0.1045 -0.0925 -0.0679
H -2.248628 1.859812 -0.844396 0.0380 -0.0537 0.0471
H -3.018728 3.148212 1.121504 -0.0464 0.0591 0.0112
H -1.809528 2.900412 3.300804 -0.0336 0.0359 0.0964
I -1.242728 -2.525988 0.267804 -0.4159 -0.5721 -0.4168
C -2.085228 -3.721888 -1.360896 0.2955 0.2831 -0.0472
I -1.251128 -3.361788 -3.304496 -0.3173 -0.3731 0.4894
H -3.147328 -3.503788 -1.396096 0.1195 0.0672 0.0390
H -1.905828 -4.759588 -1.097796 0.0422 0.1405 -0.0040
C 2.585872 -4.167688 -1.241996 -0.5509 -0.5005 -0.2498
N 3.380072 -3.018788 -0.901996 0.1432 0.8320 -0.1042
C 4.387472 -2.983188 0.016904 0.4554 0.2886 0.4123
C 4.845072 -1.705888 0.067304 0.2062 -0.5322 0.3558
N 4.115672 -0.974988 -0.819796 -0.3636 -0.7925 -0.2193
C 4.211272 0.442012 -1.031196 -0.1811 0.8024 -0.2279
C 3.210872 -1.781788 -1.398696 -0.1375 0.2343 -0.1840
Se 1.976072 -1.249588 -2.700896 -0.1116 -0.3228 -0.7905
H 3.000572 -5.049388 -0.757696 0.0556 0.0929 -0.0084
H 2.576772 -4.316988 -2.323396 0.0068 0.0505 0.1290
H 1.559072 -4.021688 -0.898396 0.0761 0.0030 -0.0554
H 4.697672 -3.848188 0.566204 0.0563 -0.1624 0.0413
H 5.626872 -1.276488 0.660004 0.1266 0.0715 0.0763
H 4.813772 0.882312 -0.241096 0.0336 -0.0693 0.0099
H 3.206672 0.876712 -1.003396 0.2492 -0.1172 0.0148
H 4.662372 0.659712 -1.999896 -0.0062 -0.0386 0.0630
N -1.301728 -0.102488 -2.481696 1.5803 0.9583 -0.2248
C -1.753128 0.730412 -3.314496 -0.4637 -0.0901 -0.2829
C -0.888028 1.854412 -3.759096 0.4326 0.1917 0.1419
C -1.351528 3.167012 -3.720396 0.0293 -0.2044 0.1143
C -0.531328 4.197112 -4.139596 0.0003 0.1602 -0.0370
C 0.750772 3.932012 -4.596996 0.0357 0.0046 0.0401
C 1.219572 2.627712 -4.619496 0.0288 -0.0229 -0.0600
C 0.404172 1.590712 -4.202396 -0.2128 -0.1875 -0.1541
C -3.109228 0.663912 -3.870096 -0.5729 -0.2862 -0.0988
C -4.106028 -0.042188 -3.191296 0.2050 0.1642 -0.0257
C -5.395928 -0.064788 -3.683196 -0.1197 -0.0765 0.0359
C -5.701928 0.595012 -4.865196 0.0909 -0.0473 -0.0487
C -4.708728 1.267412 -5.561596 -0.1599 -0.0431 -0.0006
C -3.418728 1.303012 -5.072196 0.1449 -0.1145 0.2240
H -2.349228 3.374412 -3.360696 -0.0994 0.0366 -0.0264
H -0.902528 5.211012 -4.121996 0.0042 0.0856 0.0178
H 1.379872 4.740212 -4.943196 0.0197 0.0243 0.0161
H 2.213272 2.410412 -4.980596 0.0906 -0.0015 -0.0556
H 0.736372 0.559612 -4.280996 0.0185 0.2248 0.0515
H -3.852028 -0.547488 -2.267696 -0.0404 0.0076 0.0571
H -6.169628 -0.588888 -3.139796 -0.0311 -0.0397 -0.0052
H -6.706928 0.567612 -5.256296 -0.1196 0.0318 0.0037
H -4.941028 1.772512 -6.484896 -0.0450 0.0304 -0.1408
H -2.643128 1.812612 -5.622196 0.0223 0.0854 -0.0501

***

75
Properties=species:S:1:pos:R:3:forces:R:3 method="wB97M-V/def2-TZVPD" relative_energy_kcal_mol=34.88 e_tot_ev=-140616.8931 e_lumo_ev=3.94 homo_lumo_gap_ev=4.94 e_homo_ev=-1.00 charge=-2 largest_force_ev_per_a=0.62
In 1.445345 -0.613544 -2.201047 -0.0613 0.0706 0.0938
C 5.792571 -1.918113 -1.165029 0.0135 0.0158 -0.0089
C 4.471895 -1.640449 -1.849934 -0.0516 -0.0512 -0.0331
S 3.068444 -1.907354 -0.803611 0.0118 0.0356 -0.1120
C 4.450727 -1.262408 -3.139909 -0.0091 -0.0822 -0.0049
C 5.751175 -1.120333 -3.900828 -0.0027 0.0076 0.0067
S 3.005917 -0.949987 -4.118497 0.0543 0.0169 0.0777
H 5.629924 -2.171840 -0.118983 0.0095 -0.0073 -0.0006
H 6.453129 -1.045987 -1.198712 0.0100 0.0063 0.0047
H 6.328098 -2.749153 -1.638610 0.0035 0.0034 -0.0071
H 6.234920 -2.092308 -4.056319 0.0055 0.0008 -0.0011
H 6.464729 -0.486557 -3.365587 0.0083 0.0024 -0.0001
H 5.571741 -0.673350 -4.876981 0.0043 -0.0024 -0.0036
Cl -1.113963 0.668734 -3.942411 -0.0003 0.0570 0.0523
C -1.422912 -1.004410 -3.591756 0.1044 -0.0759 -0.0134
C -0.407998 -1.749657 -2.995586 0.0481 -0.0034 -0.0415
C -0.641673 -3.118617 -2.913725 -0.0496 0.0985 -0.0305
Cl 0.627691 -4.160170 -2.359223 0.0494 -0.0151 0.0804
C -1.853685 -3.704615 -3.277835 0.0066 -0.0081 -0.0090
Cl -2.111869 -5.408011 -3.108727 -0.0125 -0.0322 0.0072
C -2.872722 -2.907524 -3.786226 0.0015 0.0044 -0.0232
Cl -4.391052 -3.606217 -4.230498 -0.0271 -0.0138 0.0050
C -2.647064 -1.548367 -3.972312 0.0035 0.0084 0.0107
Cl -3.879875 -0.565888 -4.687436 -0.0285 0.0095 -0.0194
O 2.022269 1.508161 -0.201549 0.1866 0.0296 0.4034
C 0.674786 1.847523 -0.175934 0.3275 -0.0842 -0.0084
C 0.251320 3.229914 0.179628 -0.0551 -0.0306 0.0117
C 0.608659 4.481798 -0.301175 0.0045 -0.0473 -0.0035
C -0.064248 5.578682 0.228029 0.0181 0.0259 -0.0225
C -1.052704 5.419544 1.198935 -0.0097 0.0008 0.0204
C -1.393501 4.151891 1.669034 -0.0118 0.0048 0.0418
C -0.719679 3.051264 1.161106 0.0984 0.0177 -0.0544
P -0.508288 1.123694 1.069153 -0.1555 -0.0645 -0.1206
C 0.194907 0.992853 2.745552 0.0156 0.0964 -0.0155
C -0.399432 1.536655 3.877639 0.0067 -0.0228 0.0036
C 0.214264 1.419000 5.116192 -0.0137 0.0088 0.0139
C 1.458838 0.810751 5.217039 0.0191 -0.0061 -0.0071
C 2.086488 0.328039 4.075793 0.0079 0.0097 0.0269
C 1.455622 0.404581 2.842426 0.0045 0.0063 -0.0032
C -2.293578 0.969162 0.700407 0.0028 -0.0877 0.1324
C -3.310766 0.994477 1.647629 -0.0030 -0.0272 -0.0221
C -4.639058 0.914166 1.250318 -0.0179 0.0275 -0.0087
C -4.962583 0.846152 -0.098170 -0.0118 0.0162 0.0049
C -3.949794 0.865741 -1.049363 -0.0205 -0.0307 -0.0212
C -2.624436 0.919836 -0.650872 0.0115 -0.0602 0.0030
H 1.364376 4.563052 -1.070219 0.0063 0.0341 -0.0052
H 0.172733 6.577558 -0.123759 0.0055 0.0017 -0.0032
H -1.560402 6.295662 1.591190 0.0006 -0.0017 -0.0048
H -2.171966 4.053127 2.422296 -0.0153 -0.0079 -0.0090
H -1.342597 2.062120 3.789857 -0.0042 0.0014 0.0064
H -0.269241 1.819437 5.999951 0.0020 0.0018 -0.0002
H 1.947366 0.731883 6.181364 0.0007 -0.0035 0.0055
H 3.071995 -0.116584 4.142433 0.0048 -0.0033 0.0050
H 1.935500 0.027412 1.945804 -0.0087 -0.0001 -0.0007
H -3.073457 1.058426 2.703384 -0.0124 0.0045 0.0110
H -5.424386 0.908292 1.997750 -0.0026 0.0014 0.0042
H -5.999355 0.785030 -0.406942 -0.0024 -0.0052 -0.0005
H -4.186335 0.820501 -2.106037 -0.0032 0.0053 0.0147
H -1.832071 0.919030 -1.388822 0.0231 0.0073 -0.0372
O 1.300095 2.392100 -2.419640 0.0032 -0.1085 0.0091
C 1.133942 1.471401 -1.585202 -0.4444 0.1405 -0.4064
C -1.895355 -2.248402 0.363478 0.0599 0.0992 -0.0349
C -0.728620 -1.745345 1.221997 0.0249 -0.0334 0.0749
C -1.204689 -1.644177 2.676976 -0.0319 -0.0137 -0.0243
C 0.407501 -2.757804 1.168012 0.0280 -0.0043 -0.0410
O -0.185301 -0.530553 0.675748 -0.0956 0.0307 -0.0127
H -2.091525 -3.299772 0.591433 -0.0016 0.0039 -0.0040
H -1.641990 -2.165087 -0.693158 -0.0038 0.0126 0.0249
H -2.809115 -1.683063 0.545738 -0.0417 0.0595 -0.0048
H -1.661072 -2.600448 2.946409 -0.0005 -0.0084 -0.0040
H -1.960870 -0.870990 2.807675 0.0021 -0.0222 0.0174
H -0.381364 -1.453579 3.363540 -0.0056 -0.0068 0.0139
H 0.085580 -3.721480 1.573432 -0.0056 0.0074 0.0151
H 1.261280 -2.394502 1.740935 0.0151 -0.0042 0.0069
H 0.736767 -2.911007 0.142341 0.0077 -0.0163 -0.0213